No. 1
{"formula": "C3H5F2N", "method": "the ωB97M-V functional and the def2-TZVPD basis", "homo_lumo_gap_ev": 10.357, "homo_ev": -9.63, "charge": 0, "symbols": ["C", "C", "C", "N", "F", "F", "H", "H", "H", "H", "H"], "positions_angstrom": [[1.20357, 0.74496, 0.38331], [2.27334, 0.57549, -0.41560], [-1.90790, 0.06918, -0.30965], [-2.43389, -0.84961, 0.44474], [3.21790, 1.41445, -0.99030], [-1.54092, -0.54731, -1.49639], [1.01636, 1.57882, 0.98459], [0.66646, -0.15387, 0.61592], [2.41895, -0.30554, -0.93734], [-2.45816, -1.87384, 0.29525], [-2.45572, -0.65273, 1.42547]]}

No. 2
{"formula": "C3H5F2N", "method": "the ωB97M-V functional and the def2-TZVPD basis", "homo_lumo_gap_ev": 10.761, "homo_ev": -9.81, "charge": 0, "symbols": ["C", "C", "F", "F", "H", "H", "C", "N", "H", "H", "H"], "positions_angstrom": [[-0.25452, 0.75158, -1.61479], [-1.57527, 0.61169, -1.36955], [-2.06706, -0.08676, -0.33759], [-2.50633, 0.96769, -2.19502], [0.14405, 1.33846, -2.39762], [0.47849, 0.50204, -0.92799], [1.50547, -0.89004, 1.96539], [0.65891, -0.16520, 1.36544], [2.31010, -0.37415, 2.45710], [1.43021, -1.98932, 2.26043], [-0.12405, -0.66599, 0.79418]]}

No. 3
{"formula": "C3H5F2NO", "method": "the ωB97M-V functional and the def2-TZVPD basis", "homo_lumo_gap_ev": 10.895, "homo_ev": -10.13, "charge": 0, "symbols": ["O", "C", "N", "C", "C", "F", "F", "H", "H", "H", "H", "H"], "positions_angstrom": [[-2.96866, 0.36875, 0.08454], [-1.79920, 0.14928, -0.24729], [-0.96398, -0.88338, 0.16547], [0.44928, -0.96720, -0.25528], [1.31250, 0.05009, 0.36571], [0.84166, 1.33870, 0.01044], [2.54466, -0.10287, -0.12893], [-1.26530, 0.85587, -0.89245], [-1.21727, -1.50887, 0.94710], [0.52973, -0.73997, -1.28754], [0.82834, -1.96079, -0.15071], [1.36927, 0.07199, 1.43661]]}

No. 4
{"formula": "C3H5F2NO2", "method": "the ωB97M-V functional and the def2-TZVPD basis", "homo_lumo_gap_ev": 11.552, "homo_ev": -11.44, "charge": 0, "symbols": ["C", "C", "C", "F", "F", "N", "O", "O", "H", "H", "H", "H", "H"], "positions_angstrom": [[0.57445, -0.18821, -0.36661], [-0.78378, 0.36754, 0.09445], [-1.98932, -0.56596, 0.03566], [-2.23722, -1.34126, 1.11318], [-2.04939, -1.41439, -0.96624], [-3.14955, 0.39104, 0.01712], [-3.31035, 0.81351, -1.08505], [-3.63769, 0.67959, 1.04555], [0.76250, -1.01093, 0.31056], [1.29341, 0.56225, -0.09399], [0.58085, -0.33289, -1.48538], [-1.07810, 1.26652, -0.51838], [-0.59674, 0.62602, 1.08097]]}

No. 5
{"formula": "C3H5F2NO2", "method": "the ωB97M-V functional and the def2-TZVPD basis", "homo_lumo_gap_ev": [8.927, 8.342], "homo_ev": [-9.08, -8.81], "charge": 0, "symbols": ["C", "C", "C", "N", "O", "O", "F", "F", "H", "H", "H", "H", "H"], "positions_angstrom": [[-0.47984, 0.20681, -0.48838], [0.47701, -0.31351, 0.57897], [1.70569, -0.89898, -0.02225], [3.41653, 0.62801, 0.09494], [3.87559, 0.90158, -0.96358], [3.60736, 0.97448, 1.21605], [1.73721, -1.18528, -1.31708], [2.29182, -1.88377, 0.66639], [-1.36181, 0.63048, -0.01794], [-0.79242, -0.60500, -1.14144], [-0.00621, 0.97271, -1.09665], [-0.01026, -1.09850, 1.16953], [0.75714, 0.48063, 1.27613]]}

No. 6
{"formula": "C3H5F2NO2S", "method": "the ωB97M-V functional and the def2-TZVPD basis", "homo_lumo_gap_ev": 10.390, "homo_ev": -10.90, "charge": 0, "symbols": ["C", "N", "S", "O", "O", "C", "C", "F", "F", "H", "H", "H", "H", "H"], "positions_angstrom": [[-2.37407, 0.94553, -0.96611], [-1.62173, -0.10837, -0.80762], [-0.74336, -0.49317, 0.52281], [-0.72288, 0.45118, 1.61476], [-1.11929, -1.84100, 0.92843], [0.92295, -0.34385, -0.28565], [2.10481, -0.27352, 0.60889], [0.85953, 0.74959, -1.03476], [1.09672, -1.28273, -1.21819], [-2.81665, 1.02409, -1.90410], [-2.62280, 1.66011, -0.15396], [2.21472, -1.14377, 1.19863], [2.93199, 0.10667, 0.06897], [1.89005, 0.54923, 1.42791]]}

No. 7
{"formula": "C3H5F2NS", "method": "the ωB97M-V functional and the def2-TZVPD basis", "homo_lumo_gap_ev": 10.219, "homo_ev": -9.51, "charge": 0, "symbols": ["C", "C", "N", "S", "C", "F", "F", "H", "H", "H", "H", "H"], "positions_angstrom": [[0.06652, 1.28418, 0.28812], [-0.04054, -0.14982, -0.03290], [0.94493, -0.89962, -0.21273], [2.53696, -0.35223, 0.00830], [-1.38175, -0.71073, -0.17160], [-2.12483, -0.79642, 0.99869], [-2.11902, 0.01115, -1.00858], [-0.93447, 1.68232, 0.05194], [0.86549, 1.77430, -0.28254], [0.29409, 1.40069, 1.37557], [3.15358, -1.44328, -0.46218], [-1.26096, -1.80054, -0.55210]]}

No. 8
{"formula": "C3H5F2OP", "method": "the ωB97M-V functional and the def2-TZVPD basis", "homo_lumo_gap_ev": [8.513, 8.405], "homo_ev": [-8.48, -8.19], "charge": 0, "symbols": ["C", "C", "C", "O", "F", "F", "P", "H", "H", "H", "H", "H"], "positions_angstrom": [[-0.44729, -1.03536, 0.75156], [-0.82552, -0.91703, -0.63901], [1.14305, 1.12810, 0.53082], [0.23241, -0.40020, -1.47535], [2.43505, 0.82195, 0.76429], [0.84669, 2.14838, 1.33637], [0.65083, 1.16709, -1.27684], [-1.18876, -1.02826, 1.46422], [0.53996, -1.27672, 1.17071], [-0.93086, -1.92371, -0.97474], [-1.82635, -0.29352, -0.58470], [-0.62922, 1.60928, -1.06733]]}

No. 9
{"formula": "C3H5F2OP", "method": "the ωB97M-V functional and the def2-TZVPD basis", "homo_lumo_gap_ev": [7.408, 9.180], "homo_ev": [-8.45, -9.62], "charge": 0, "symbols": ["C", "C", "C", "O", "F", "F", "P", "H", "H", "H", "H", "H"], "positions_angstrom": [[-0.58370, 0.39363, 0.61304], [-1.80028, -0.12183, 0.10955], [2.15578, 0.21350, -0.39930], [0.55327, -2.10040, -0.21878], [2.56383, 0.14122, 0.94503], [2.11459, 1.51574, -0.69683], [0.52536, -0.67771, -0.50753], [-0.29627, 1.35733, 0.21224], [-0.53919, 0.23750, 1.64307], [-2.22909, -0.99092, 0.66660], [-2.44413, 0.18129, -0.66145], [-0.02017, -0.14933, -1.70564]]}

No. 10
{"formula": "C3H5F2P", "method": "the ωB97M-V functional and the def2-TZVPD basis", "homo_lumo_gap_ev": [5.393, 6.388], "multiplicity": 3, "homo_ev": [-4.26, -9.69], "charge": 0, "symbols": ["C", "C", "C", "F", "F", "P", "H", "H", "H", "H", "H"], "positions_angstrom": [[0.51345, 0.06003, -0.42716], [-0.73518, 0.58535, 0.20185], [-1.92686, 0.03707, 0.05732], [-2.21037, -1.03074, -0.68070], [-3.04748, 0.52606, 0.58254], [1.73453, -0.57870, 0.87254], [1.00021, 0.85504, -0.99267], [0.26814, -0.76352, -1.09979], [-0.66691, 1.46396, 0.82585], [2.73898, 0.35520, 0.63862], [2.33149, -1.50975, 0.02161]]}

No. 11
{"formula": "C3H5F3", "method": "the ωB97M-V functional and the def2-TZVPD basis", "homo_lumo_gap_ev": 13.357, "homo_ev": -12.33, "charge": 0, "symbols": ["C", "C", "C", "F", "F", "F", "H", "H", "H", "H", "H"], "positions_angstrom": [[2.10622, -0.12824, -0.00627], [0.89962, 0.82973, -0.03065], [-0.46531, 0.01947, -0.01182], [-0.58254, -0.71054, 1.08373], [-0.59648, -0.84501, -0.99230], [-1.51661, 0.86318, -0.05045], [2.26567, -0.49291, 1.01841], [3.00718, 0.41031, -0.29317], [2.00672, -0.99182, -0.73547], [0.86049, 1.44123, 0.82673], [0.87736, 1.53865, -0.89289]]}

No. 12
{"formula": "C3H5F6NO4S2Ti", "method": "the ωB97M-V functional and the def2-TZVPD basis", "homo_lumo_gap_ev": [6.490, 8.885], "multiplicity": 3, "homo_ev": [-6.38, -8.74], "charge": 0, "symbols": ["Ti", "C", "H", "H", "H", "H", "H", "F", "C", "F", "F", "S", "O", "O", "N", "S", "O", "O", "C", "F", "F", "F"], "positions_angstrom": [[-0.49444, -0.01976, -1.66662], [1.12612, -0.04883, -2.88129], [2.21163, 0.06467, -2.72707], [0.89818, -0.99565, -3.43719], [0.70580, 0.73431, -3.57081], [-2.42539, 0.19010, -2.59663], [-2.57871, 0.06695, -1.86211], [0.23573, -3.83700, 1.58288], [0.60204, -2.54958, 1.68101], [0.72307, -2.22626, 2.99002], [1.79531, -2.38017, 1.07871], [-0.73775, -1.42131, 0.82574], [-0.73160, -1.75342, -0.68040], [-1.97721, -1.46191, 1.53553], [0.05399, -0.02549, 0.68465], [-0.66948, 1.45854, 0.81283], [-0.61795, 1.70903, -0.71030], [-1.93013, 1.63760, 1.46225], [0.70712, 2.52039, 1.71410], [0.81639, 2.19387, 3.01918], [1.89600, 2.31730, 1.11813], [0.39126, 3.82662, 1.62736]]}

No. 13
{"formula": "C3H5FN2", "method": "the ωB97M-V functional and the def2-TZVPD basis", "homo_lumo_gap_ev": 9.128, "homo_ev": -8.43, "charge": 0, "symbols": ["H", "N", "C", "N", "C", "C", "F", "H", "H", "H", "H"], "positions_angstrom": [[1.57630, -1.69185, -1.39397], [1.06773, -0.96893, -0.92825], [0.19805, -1.37959, -0.15772], [-0.64383, -0.55726, 0.54184], [-0.63577, 0.81231, 0.54995], [0.14927, 1.60845, -0.16888], [-0.03988, 2.97302, -0.05566], [0.05160, -2.43816, 0.09426], [-1.24263, -1.01340, 1.21160], [-1.37642, 1.33464, 1.16640], [0.89557, 1.32078, -0.85957]]}

No. 14
{"formula": "C3H5FN2", "method": "the ωB97M-V functional and the def2-TZVPD basis", "homo_lumo_gap_ev": 10.448, "homo_ev": -9.57, "charge": 0, "symbols": ["N", "C", "C", "N", "C", "F", "H", "H", "H", "H", "H"], "positions_angstrom": [[1.81798, 0.63988, 1.79962], [0.82382, 0.65648, 1.27319], [-0.27680, 0.49773, 0.32367], [0.15054, 1.27211, -0.83021], [-0.30870, -1.29565, -0.03859], [-1.57411, -1.62769, -0.58852], [-1.25113, 0.66154, 0.72427], [-0.49341, 1.44988, -1.69088], [1.11207, 1.04119, -1.06252], [-0.29825, -1.73700, 0.93104], [0.29799, -1.55847, -0.84107]]}

No. 15
{"formula": "C3H5FN2S", "method": "the ωB97M-V functional and the def2-TZVPD basis", "homo_lumo_gap_ev": 8.995, "homo_ev": -8.61, "charge": 0, "symbols": ["F", "C", "C", "N", "N", "C", "S", "H", "H", "H", "H", "H"], "positions_angstrom": [[0.53461, -1.91290, -0.51487], [0.80078, -0.62831, 0.02249], [1.48922, 0.15606, -1.04700], [0.35311, 0.75209, -1.78387], [-0.57981, 0.89565, -0.66872], [-0.41646, 0.16511, 0.43835], [-1.21074, 0.25987, 1.84163], [1.56064, -0.67686, 0.85889], [1.98336, 0.99188, -0.42055], [2.22004, -0.37962, -1.66304], [0.52767, 1.81356, -2.01507], [-1.38566, 1.61788, -0.90747]]}

No. 16
{"formula": "C3H5FN2S", "method": "the ωB97M-V functional and the def2-TZVPD basis", "homo_lumo_gap_ev": 8.042, "homo_ev": -8.12, "charge": 0, "symbols": ["N", "C", "C", "F", "C", "N", "S", "H", "H", "H", "H", "H"], "positions_angstrom": [[-0.97923, -1.78622, -1.14985], [0.01092, -1.18066, -0.29319], [-0.17274, 0.05817, 0.21528], [-1.15470, 1.00132, -0.43963], [1.00636, 0.56506, 0.76339], [1.60591, 1.73916, 0.96838], [0.68724, 3.22466, 0.82412], [-2.00286, -1.33279, -0.94226], [-1.06263, -2.87094, -1.04304], [0.92398, -1.82566, -0.00004], [1.80349, -0.35645, 0.73230], [-0.66573, 2.76436, 0.36454]]}

No. 17
{"formula": "C3H5FN4", "method": "the ωB97M-V functional and the def2-TZVPD basis", "homo_lumo_gap_ev": 8.277, "homo_ev": -7.57, "charge": 0, "symbols": ["H", "N", "C", "N", "C", "N", "C", "F", "N", "H", "H", "H", "H"], "positions_angstrom": [[0.70886, -3.05195, -0.28904], [0.06828, -2.54386, -0.89620], [-0.08407, -1.33953, -0.50300], [0.45275, -0.63056, 0.56604], [0.14086, 0.74996, 0.45268], [0.65713, 1.65369, 1.39369], [-0.68447, 0.84146, -0.59652], [-1.33486, 1.89207, -1.07823], [-0.91349, -0.41863, -1.13900], [1.31956, -0.90815, 0.99014], [0.03987, 1.75860, 2.19973], [0.83634, 2.56487, 0.99335], [-1.20674, -0.56797, -2.09364]]}

No. 18
{"formula": "C3H5FN4", "method": "the ωB97M-V functional and the def2-TZVPD basis", "homo_lumo_gap_ev": 8.432, "homo_ev": -7.88, "charge": 0, "symbols": ["C", "N", "N", "N", "C", "F", "C", "N", "H", "H", "H", "H", "H"], "positions_angstrom": [[-0.55357, 0.79914, 0.96000], [0.79778, 0.59052, 0.69856], [1.60622, 1.24380, 1.56284], [2.87283, 1.07128, 1.29597], [2.93036, 0.27893, 0.26681], [3.96364, 0.03300, -0.43188], [1.55372, -0.12896, -0.18702], [1.22301, -0.65467, -1.35317], [-0.86900, -0.09143, 1.68559], [-0.54839, 1.70283, 1.62360], [-1.19718, 0.99516, 0.15474], [2.00160, -1.04059, -1.90008], [0.38732, -1.32623, -1.50893]]}

No. 19
{"formula": "C3H5FO2", "method": "the ωB97M-V functional and the def2-TZVPD basis", "homo_lumo_gap_ev": 11.035, "homo_ev": -10.21, "charge": 0, "symbols": ["C", "C", "O", "C", "O", "F", "H", "H", "H", "H", "H"], "positions_angstrom": [[0.88409, 0.67383, 1.09779], [0.06416, 0.83052, -0.14738], [-0.01745, 1.80132, -0.84945], [-0.77485, -0.39096, -0.78133], [-0.09878, -1.62135, -0.49234], [-0.85004, -2.74371, -0.87734], [1.86418, 0.54136, 0.67983], [0.91352, 1.52668, 1.77972], [0.68796, -0.33443, 1.59659], [-0.96076, -0.04405, -1.83646], [-1.71202, -0.23921, -0.16962]]}

No. 20
{"formula": "C3H5FO2S", "method": "the ωB97M-V functional and the def2-TZVPD basis", "homo_lumo_gap_ev": 8.961, "homo_ev": -9.10, "charge": 0, "symbols": ["O", "C", "C", "F", "H", "C", "O", "S", "H", "H", "H", "H"], "positions_angstrom": [[3.43459, -2.89104, 2.56080], [2.29770, -2.72389, 2.90305], [1.09306, -2.46265, 3.34832], [0.01911, -2.96593, 2.70375], [0.90888, -1.98746, 4.39198], [-0.33454, 1.18544, -0.85941], [-0.34375, -0.26608, -0.94535], [-1.11808, -0.88491, 0.33189], [-1.40242, 1.55420, -1.04413], [0.23447, 1.65493, -1.68833], [-0.00645, 1.48813, 0.04605], [-2.45583, -0.60847, -0.14028]]}

So what do the calculations give for energy above the lowest of the compared OMol25 structures with the same formula, charge and spin? Going down the list: 54.6; 32.4; 7.2; 82.7; 110.3; 7.8; 13.9; 70.9; 64.5; 19.4; 0.0; 0.0; 11.5; 32.6; 40.1; 77.3; 0.0; 47.8; 100.5; 81.9 kcal per mole.